Density functional theory data (the ωB97M-V functional and the def2-TZVPD basis) for a 2-piece molecular cluster, C5H13NO2S overall at a distorted geometry.

Computed properties:
- Relative energy (zero: lowest compared OMol25 entry of this formula, charge and spin): 132.92 kcal per mole
- Frontier orbital gap (spin up / spin down): 0.3100 / 0.3101 Ha
- DFT total energy: -21810.75452 eV
- Molar mass: 151.23 g mol⁻¹

```
22
Properties=species:S:1:pos:R:3:forces:R:3:mulliken_charge:R:1
H 0.627 -3.047 -1.389 -0.2254 0.5339 1.5843 0.32
C -0.592 1.922 0.099 0.2929 -2.5834 1.2481 -0.12
H 1.580 0.499 1.628 -0.2131 -0.4185 -0.5236 0.10
H -1.302 2.561 1.958 0.3202 0.9159 2.3052 0.34
H 1.784 -0.894 -0.363 -1.1975 0.2238 0.2181 0.24
C 0.248 -2.419 -0.503 -0.9285 -1.4297 -2.0399 -1.21
H -0.824 -2.265 -0.706 0.0334 -0.8223 -0.0156 0.36
H -2.588 2.864 0.662 1.3445 -0.4478 0.4344 0.36
C 0.812 -0.389 -2.153 1.8218 1.1755 -0.0464 -1.37
H -2.180 1.270 1.213 -0.9043 -1.7007 0.7214 0.36
H 0.281 -2.926 0.526 0.5993 1.0895 -1.7424 0.28
O -0.345 0.551 2.617 -0.2159 -1.0122 0.1686 -0.58
O 0.989 -1.576 2.171 -1.1315 1.5796 -0.3190 -0.60
C 0.683 -0.955 -0.666 2.5495 -1.2323 -0.6388 0.54
N -0.247 -0.361 0.267 -0.0946 4.0495 0.9183 -0.35
H -0.081 -0.128 -2.715 -0.4642 -0.4790 0.2341 0.36
H 1.493 -1.038 -2.860 -1.3854 0.9456 1.7360 0.33
S 0.447 -0.282 1.745 1.4528 -0.2269 0.7356 0.80
C -1.769 2.219 1.114 1.1432 0.8985 -4.4441 -1.08
H 0.549 1.985 0.390 -2.7087 0.5656 -0.9500 0.40
H -0.939 1.759 -0.933 0.8499 0.4015 0.3375 0.26
H 1.374 0.651 -2.099 -0.9386 -2.0259 0.0782 0.27
```
Forces are in eV/Å.

***

Density functional theory data (the ωB97M-V functional and the def2-TZVPD basis) for an isolated ion of composition C5H13NO3P and charge -1 at a distorted geometry.

Computed properties:
- Relative energy (zero: lowest compared OMol25 entry of this formula, charge and spin): 41.67 kcal per mole
- Net charge: -1
- Frontier orbital gap: 0.3043 Ha
- DFT total energy: -22319.37738 eV
- Molar mass: 166.14 g mol⁻¹
- Structure (SMILES): CN(C)C(C)(C)[P@@](=O)([O-])O

```
23
Properties=species:S:1:pos:R:3:forces:R:3:mulliken_charge:R:1
H 0.855 2.098 0.925 0.5400 -0.9052 0.1034 0.31
H -1.935 1.544 0.216 0.3458 0.4231 -0.5745 0.33
O 2.360 -0.083 -2.170 0.7091 0.1438 0.5896 -0.76
H -1.625 0.828 -1.489 0.3274 -0.0749 2.0888 0.24
P 0.963 0.315 -1.918 -1.5690 1.8375 0.1884 0.73
H 2.121 -1.424 -0.303 1.7877 -0.1073 -0.1238 0.50
C 1.168 -1.501 0.114 -1.8249 1.9044 2.9476 -1.65
H 2.418 1.004 0.808 -2.3732 0.4274 0.5213 0.33
H 1.095 -1.748 1.230 0.6555 -0.0906 -1.4556 0.29
H 0.603 -2.207 -0.429 -0.7123 -0.8455 -0.6322 0.44
H -1.520 0.721 2.163 0.1578 -2.3135 -0.7385 0.28
N -0.918 -0.265 0.318 -0.7420 0.5234 -1.7901 0.22
C 1.275 1.075 1.107 0.9417 -1.1346 -3.7133 -1.19
H -2.858 0.282 -0.392 -0.4953 -0.9176 0.3084 0.30
H -1.940 -1.222 1.833 0.3819 1.5866 0.4590 0.32
C 0.454 -0.094 -0.037 3.4406 0.5905 0.9001 0.63
C -1.210 -0.352 1.711 -1.0443 0.4235 0.4269 -1.18
H -0.811 -0.568 -2.614 -1.7426 0.4145 -0.1112 0.35
C -1.831 0.615 -0.375 -0.4602 0.9917 -1.0010 -0.99
O 0.356 1.625 -2.391 0.7132 -0.6940 0.9193 -0.76
H 1.195 0.802 2.143 -0.2281 -0.2983 0.3910 0.39
H -0.298 -0.628 2.204 0.2146 -0.2431 0.5181 0.40
O 0.084 -0.818 -2.655 0.9768 -1.6417 -0.2215 -0.54
```
Forces are in eV/Å.

***

Density functional theory data (the ωB97M-V functional and the def2-TZVPD basis) for an isolated molecule of C5H13NO3S at a distorted geometry.

Computed properties:
- Relative energy (zero: lowest compared OMol25 entry of this formula, charge and spin): 20.81 kcal per mole
- Frontier orbital gap: 0.3913 Ha
- DFT total energy: -23862.22086 eV
- Molar mass: 167.23 g mol⁻¹
- Structure (SMILES): CC(C)(C)[C@H](N)S(=O)(=O)O

```
23
Properties=species:S:1:pos:R:3:forces:R:3:mulliken_charge:R:1
C 0.366 -0.510 0.585 1.5361 -0.9092 3.2875 -0.22
S -0.889 0.177 1.663 1.1376 2.4544 2.2540 1.20
H 0.466 -1.904 -1.391 0.0480 1.5938 -1.5704 0.32
H -0.085 -2.177 1.621 0.2237 -0.2428 -1.0596 0.40
N 0.131 -1.954 0.627 -1.4141 0.3518 0.1568 -0.81
C -1.111 0.544 -1.137 -1.4295 0.5400 0.8603 -1.95
H -0.274 0.489 3.648 0.0612 -0.1478 -0.0013 0.34
H -0.768 -2.069 0.082 1.1364 -0.2976 1.0942 0.35
O -0.903 1.623 1.820 0.1352 -0.9516 -0.4531 -0.66
H -1.936 -0.240 -1.065 1.3207 0.9748 -0.5499 0.25
C 0.782 -0.863 -1.765 2.6300 -1.7277 2.5627 -1.45
H 0.559 -0.579 -2.758 -0.3607 0.0169 -0.9599 0.39
C 1.136 1.459 -0.642 -0.3769 -0.6465 -1.4634 -1.62
H -1.015 1.083 -2.060 -0.2351 -0.6590 -1.2241 0.59
H 1.343 -0.277 1.159 -1.3733 -0.4045 -1.0599 0.45
C 0.297 0.148 -0.716 0.2828 0.5360 -1.4074 1.44
O -0.246 -0.312 3.101 -0.6045 -0.0608 -0.7229 -0.51
O -2.099 -0.494 1.406 -1.3211 -0.8417 0.0443 -0.59
H -1.440 1.413 -0.557 -0.2212 -0.3953 0.5729 0.54
H 1.918 -0.983 -1.628 -1.3526 0.3498 -0.5284 0.35
H 2.243 1.288 -0.616 -1.0669 0.2561 -0.5209 0.37
H 0.665 1.977 -1.485 1.4993 0.3265 -0.6706 0.40
H 0.861 2.164 0.108 -0.2551 -0.1154 1.3593 0.42
```
Forces are in eV/Å.

***

Density functional theory data (the ωB97M-V functional and the def2-TZVPD basis) for a 3-piece molecular cluster, C5H13NO4 overall at a distorted geometry.

Computed properties:
- Relative energy (zero: lowest compared OMol25 entry of this formula, charge and spin): 15.28 kcal per mole
- Frontier orbital gap: 0.3151 Ha
- DFT total energy: -15075.45181 eV
- Molar mass: 151.16 g mol⁻¹
- Structure (SMILES): N/C=C/CCC(=O)O.O.O

```
23
Properties=species:S:1:pos:R:3:forces:R:3:mulliken_charge:R:1
C -1.474 -0.762 -1.383 -0.9281 1.3979 -0.9442 -0.46
H -2.801 1.264 2.011 -0.1929 0.0272 0.0750 0.29
H -1.817 -1.361 -2.225 -0.2252 -0.3113 0.3589 0.32
O 1.501 -0.522 2.999 -0.6785 0.4427 2.1896 -0.67
H -1.075 1.027 -2.579 -0.2387 -0.2620 -0.1287 0.31
C 1.537 0.730 -0.644 -0.5664 1.5265 0.3855 -0.03
H -0.285 1.833 -0.529 0.1264 -0.0106 0.6530 0.22
O -0.168 -2.633 -0.812 -1.2895 0.0467 0.4011 -0.47
H 1.723 2.121 0.893 -0.6124 0.1338 0.0139 0.19
H 0.691 -0.612 2.493 0.9144 -0.3471 -0.9743 0.37
H 2.362 -0.662 2.630 -0.2759 -0.1811 -1.2326 0.30
H 2.153 0.068 -1.234 -0.0657 -0.3404 0.1498 0.33
C -0.893 -1.563 -0.290 2.1654 -0.3609 -1.0554 0.41
H -0.245 -3.340 -0.155 0.5932 0.0727 0.0867 0.35
H -2.294 -0.169 -0.974 -0.1132 -0.2352 0.0936 0.35
N 2.169 1.364 0.419 0.9698 -0.4225 0.0832 -0.42
C 0.269 1.014 -0.959 0.4149 -0.3734 -1.1775 -0.35
O -1.880 1.367 1.769 0.1160 0.0771 0.0677 -0.58
H 3.160 1.521 0.382 0.1118 -0.2243 -0.2568 0.21
H -1.460 0.557 2.083 -0.0157 0.0033 -0.2653 0.30
C -0.493 0.291 -2.025 0.2371 -0.6458 0.7433 -0.87
O -0.805 -1.276 0.867 -0.7032 -0.2097 0.6104 -0.49
H 0.128 -0.257 -2.737 0.2564 0.1966 0.1229 0.36
```
Forces are in eV/Å.